Record 1
Computed, not measured: a cluster of 3 separate species, C20H33F9O2 in total at a distorted geometry, with the ωB97M-V functional and the def2-TZVPD basis.

The geometry in XYZ format:
```
64
Properties=species:S:1:pos:R:3:forces:R:3:lowdin_charge:R:1
O -1.729 -3.707 -2.315 -0.312 9.227 -1.396 0.01
C -1.835 -2.379 -2.401 -1.097 -4.001 1.313 -0.21
C -2.646 -1.311 -1.405 0.741 -0.585 -1.586 -0.07
C -1.350 -0.299 -1.102 -3.893 -1.368 -0.046 -0.09
C -0.783 -0.261 -2.638 3.806 -1.318 1.644 -0.17
C -0.541 1.166 -3.407 1.218 -2.225 -2.064 -0.12
F -0.314 0.810 -4.859 -0.657 1.270 4.468 0.01
F 0.758 1.702 -2.931 -4.342 -1.094 -1.225 0.03
C -1.792 2.215 -3.362 -1.518 1.425 -2.678 -0.09
F -2.039 2.640 -4.792 0.654 -1.206 4.699 0.03
F -3.080 1.652 -2.891 4.308 1.402 -1.246 0.05
C -1.531 3.602 -2.531 -1.132 2.950 -1.462 -0.07
F -0.366 4.411 -3.052 -3.853 -3.270 2.027 0.04
F -2.734 4.475 -2.811 3.832 -2.894 1.104 0.03
C -1.480 3.443 -0.899 0.263 2.352 3.445 -0.12
F -1.260 4.838 -0.359 -0.737 -4.897 -1.856 0.03
F -2.802 3.022 -0.300 4.973 1.010 -2.340 0.03
F -0.353 2.635 -0.379 -4.250 2.544 -1.979 0.05
O -1.321 -1.422 -3.423 -0.160 -0.733 2.461 -0.05
H -3.213 -1.740 -0.476 1.397 0.682 -1.933 0.13
H -3.382 -0.816 -2.204 1.446 -0.942 2.114 0.14
H -1.932 0.644 -0.673 2.051 -1.801 -0.913 0.11
H -0.763 -0.956 -0.298 -0.629 2.155 -1.993 0.15
H 0.341 -0.633 -2.482 -2.159 1.295 -0.579 0.18
C 1.026 3.917 3.027 -0.020 -0.106 0.168 -0.11
C 0.386 5.295 2.946 -0.060 0.021 -0.072 -0.27
C 0.947 6.158 1.815 -0.023 0.085 -0.066 -0.23
C 2.439 6.494 1.922 0.084 -0.148 0.086 -0.23
C 2.858 7.211 3.209 0.130 0.006 -0.182 -0.27
C 2.201 8.573 3.377 0.004 0.077 0.239 -0.12
H 2.097 3.981 3.241 -0.071 -0.046 -0.044 0.07
H 0.563 3.332 3.828 0.098 -0.005 -0.107 0.07
H 0.893 3.370 2.088 0.066 0.044 0.068 0.06
H 0.494 5.806 3.910 -0.007 -0.007 -0.110 0.10
H -0.690 5.168 2.786 0.074 0.081 0.025 0.10
H 0.368 7.086 1.761 0.039 -0.031 -0.018 0.10
H 0.780 5.643 0.860 0.018 0.064 0.137 0.09
H 2.715 7.118 1.063 -0.012 -0.031 0.068 0.11
H 3.029 5.574 1.826 -0.072 0.072 -0.019 0.10
H 3.946 7.350 3.190 -0.132 -0.084 0.020 0.11
H 2.645 6.588 4.084 0.000 -0.011 -0.069 0.10
H 2.438 9.228 2.533 -0.065 -0.038 0.043 0.08
H 2.565 9.055 4.291 -0.094 0.016 -0.137 0.07
H 1.114 8.490 3.457 0.073 0.048 -0.031 0.07
C 0.316 -5.017 -0.067 -0.028 0.103 0.125 -0.13
C 1.174 -6.255 0.150 0.089 0.008 -0.018 -0.27
C 1.021 -7.299 -0.956 0.061 -0.091 -0.027 -0.23
C -0.382 -7.895 -1.109 -0.151 0.167 0.027 -0.23
C -0.949 -8.565 0.146 -0.067 -0.049 -0.204 -0.27
C -0.133 -9.763 0.607 -0.048 -0.057 0.247 -0.12
H -0.750 -5.259 -0.065 0.088 0.079 -0.079 0.06
H 0.492 -4.290 0.733 -0.046 -0.016 -0.070 0.07
H 0.560 -4.536 -1.020 -0.119 -0.081 0.074 0.07
H 0.944 -6.693 1.129 0.032 -0.016 -0.102 0.10
H 2.224 -5.944 0.194 -0.063 -0.097 0.026 0.10
H 1.742 -8.105 -0.780 -0.037 0.019 -0.020 0.10
H 1.307 -6.845 -1.914 -0.024 -0.026 0.105 0.11
H -0.359 -8.630 -1.923 -0.008 0.034 0.066 0.11
H -1.079 -7.112 -1.432 0.101 -0.056 0.003 0.10
H -1.970 -8.905 -0.073 0.109 0.110 0.032 0.10
H -1.037 -7.842 0.963 0.014 0.006 -0.068 0.10
H -0.070 -10.519 -0.181 0.047 0.053 0.049 0.07
H -0.603 -10.224 1.482 0.123 -0.015 -0.108 0.07
H 0.883 -9.474 0.892 -0.054 -0.062 -0.039 0.07
```
Forces are in eV/Å.

Computed properties:
LUMO energy	-0.700	eV
SMILES	O=C1CC[C@H](C(F)(F)C(F)(F)C(F)(F)C(F)(F)F)O1.CCCCCC.CCCCCC
HOMO energy	-10.82	eV
gap between HOMO and LUMO	0.3717	Ha



Record 2
Computed, not measured: an isolated molecule of C20H33N5O4, with the ωB97M-V functional and the def2-TZVPD basis.

The geometry in XYZ format:
```
62
Properties=species:S:1:pos:R:3:forces:R:3:lowdin_charge:R:1
C -5.548 3.627 -2.059 0.004 0.000 0.003 -0.07
C -4.932 3.509 -0.684 0.004 0.000 0.019 -0.28
O -3.527 3.621 -0.816 -0.002 -0.003 0.001 -0.12
C -2.827 3.747 0.405 -0.005 0.008 -0.012 -0.34
C -2.812 2.438 1.194 0.063 0.006 -0.063 -0.10
C -1.923 2.570 2.426 0.016 -0.053 0.027 -0.15
N -0.584 2.998 2.054 -0.029 0.025 -0.169 -0.05
C 0.472 2.149 1.856 -0.059 0.043 0.198 -0.41
O 1.503 2.495 1.324 0.012 -0.033 -0.101 0.09
C 0.300 0.736 2.422 0.031 0.037 0.072 -0.13
O 1.472 0.000 2.207 0.054 0.048 0.003 -0.10
C 1.836 -0.831 3.298 -0.049 -0.040 -0.047 -0.31
C 1.041 -2.156 3.302 0.018 -0.040 0.033 -0.05
C 2.160 -2.783 2.435 -0.074 0.114 -0.018 -0.25
N 1.852 -2.739 1.020 0.110 -0.071 0.000 0.11
C 2.362 -3.647 0.150 -0.078 -0.024 0.009 -0.48
O 2.966 -4.647 0.503 0.019 0.016 -0.013 0.05
C 2.119 -3.361 -1.321 -0.121 -0.011 0.012 -0.09
C 1.549 -4.602 -2.025 0.089 0.002 -0.055 -0.11
C 1.801 -4.580 -3.494 0.026 0.063 0.040 -0.34
N 0.963 -4.170 -4.429 0.072 0.009 -0.016 0.12
C 1.694 -4.306 -5.566 -0.071 -0.074 0.007 -0.23
N 2.909 -4.774 -5.393 0.049 0.081 0.016 0.09
N 2.973 -4.932 -4.053 -0.057 -0.067 0.010 -0.14
C 4.162 -5.476 -3.430 -0.009 0.008 -0.029 0.00
C 3.085 -1.625 2.895 -0.009 -0.020 0.037 -0.04
C -0.578 4.278 1.357 0.048 -0.036 0.003 -0.11
C -1.414 4.224 0.078 -0.060 -0.035 0.048 -0.29
C -1.424 5.581 -0.610 0.017 -0.010 0.004 -0.05
H -6.633 3.542 -1.996 -0.005 -0.001 -0.005 0.08
H -5.299 4.589 -2.506 -0.003 -0.002 -0.002 0.08
H -5.176 2.837 -2.710 -0.001 0.003 -0.001 0.08
H -5.301 4.304 -0.021 -0.010 0.004 -0.008 0.12
H -5.203 2.549 -0.229 -0.003 0.002 -0.008 0.11
H -3.319 4.520 1.023 0.005 0.017 -0.005 0.16
H -3.822 2.158 1.497 -0.009 0.006 0.017 0.11
H -2.430 1.647 0.539 0.003 0.000 0.019 0.13
H -2.338 3.328 3.099 0.003 -0.010 0.014 0.13
H -1.886 1.640 2.988 -0.016 0.011 0.004 0.11
H 0.081 0.814 3.494 -0.004 0.011 -0.012 0.14
H -0.562 0.249 1.951 -0.015 -0.026 -0.027 0.13
H 1.866 -0.246 4.221 0.007 0.013 0.002 0.15
H 1.008 -2.609 4.293 -0.005 0.003 -0.006 0.12
H 0.037 -2.132 2.879 -0.002 -0.007 -0.010 0.11
H 2.472 -3.794 2.672 0.007 -0.012 -0.023 0.14
H 1.501 -1.867 0.656 0.017 0.011 0.012 0.14
H 1.461 -2.504 -1.466 0.024 0.009 -0.017 0.12
H 3.089 -3.101 -1.749 0.028 -0.006 -0.003 0.13
H 2.005 -5.485 -1.577 -0.026 -0.009 -0.002 0.11
H 0.472 -4.663 -1.874 0.000 0.000 0.030 0.12
H 1.317 -4.062 -6.546 0.000 0.000 0.012 0.10
H 4.146 -5.260 -2.364 -0.003 0.001 -0.001 0.08
H 4.213 -6.554 -3.577 -0.007 0.000 -0.009 0.09
H 5.034 -5.012 -3.885 0.001 0.002 0.014 0.09
H 3.719 -1.161 2.142 -0.001 0.000 -0.003 0.12
H 3.677 -1.906 3.765 0.011 -0.002 -0.014 0.12
H -0.984 5.039 2.034 0.011 0.007 0.001 0.14
H 0.453 4.534 1.125 -0.013 0.021 0.027 0.13
H -0.964 3.479 -0.587 0.006 0.009 -0.003 0.16
H -1.865 6.340 0.043 -0.003 0.001 0.001 0.09
H -0.409 5.897 -0.853 -0.005 0.003 -0.007 0.08
H -2.006 5.546 -1.529 0.000 0.003 -0.006 0.08
```
Forces are in eV/Å.

Computed properties:
LUMO energy	0.480	eV
ΔE to the lowest compared entry with this formula, charge and spin	10.4	kcal/mol
SMILES	CCO[C@H]1CCN(C(=O)CO[C@H]2C[C@@H](NC(=O)CCc3ncnn3C)C2)C[C@@H]1C
HOMO energy	-9.36	eV
gap between HOMO and LUMO	0.3617	Ha



Record 3
Computed, not measured: a cluster of 10 separate species, C20H34F2N8O16 in total at a distorted geometry, with the ωB97M-V functional and the def2-TZVPD basis.

The geometry in XYZ format:
```
80
Properties=species:S:1:pos:R:3:forces:R:3:lowdin_charge:R:1
C 18.913 7.073 13.575 -0.179 -0.969 -0.450 0.04
N 18.318 7.899 14.654 -0.455 0.793 0.321 -0.40
O 18.073 9.057 14.306 0.055 -1.016 0.829 0.04
O 18.016 7.391 15.739 0.597 0.725 -1.662 0.06
H 18.019 6.593 13.131 0.627 -0.379 0.463 0.11
H 19.682 6.365 13.965 -0.932 0.547 -0.249 0.12
H 19.269 7.697 12.753 0.273 0.233 0.592 0.08
C 7.596 11.137 10.875 -0.682 -0.664 -0.006 0.03
N 8.642 11.904 11.569 0.672 0.053 1.391 -0.43
O 9.267 12.653 10.855 0.365 0.254 0.255 0.07
O 8.858 11.726 12.785 -0.599 0.107 -2.104 0.04
H 7.287 11.661 9.989 0.146 0.529 -0.218 0.09
H 6.726 11.032 11.522 0.345 -0.415 0.134 0.10
H 8.043 10.199 10.520 -0.209 0.099 0.574 0.11
C 10.074 9.925 16.520 -0.328 0.118 -1.049 0.02
N 8.925 9.928 17.413 -2.609 0.430 2.956 -0.40
O 9.097 9.672 18.656 -0.417 0.539 -3.866 0.02
O 7.840 10.323 16.925 2.293 -1.119 1.283 0.04
H 9.649 10.059 15.510 0.450 -0.053 0.499 0.10
H 10.644 9.003 16.597 0.041 0.186 0.307 0.10
H 10.599 10.819 16.829 0.613 -0.013 -0.182 0.09
C 16.296 8.485 9.673 0.029 -0.290 0.111 0.06
N 17.665 8.812 10.249 -1.246 0.441 -0.719 -0.42
O 17.648 9.930 10.717 0.938 0.275 0.477 0.04
O 18.600 8.047 10.240 -0.346 -0.115 -0.010 0.07
H 15.689 8.292 10.553 -0.037 -0.302 0.026 0.10
H 16.277 7.652 8.964 0.357 0.207 0.303 0.10
H 15.900 9.413 9.261 0.317 -0.206 -0.185 0.09
C 11.412 15.788 15.904 -0.019 0.260 -0.691 0.05
N 11.489 14.359 15.444 -1.836 0.174 1.636 -0.44
O 11.154 13.526 16.280 0.534 0.003 -0.179 0.03
O 11.708 14.137 14.295 0.679 -0.160 -1.024 0.10
H 11.182 16.381 15.002 0.359 -0.199 0.583 0.10
H 12.370 16.026 16.346 0.203 0.166 -0.120 0.09
H 10.638 15.905 16.660 0.043 -0.350 -0.150 0.09
C 14.455 11.913 18.874 1.024 -0.158 -0.207 0.06
N 13.932 11.587 17.524 0.018 -0.516 -1.002 -0.40
O 14.001 12.384 16.605 -0.018 -0.133 1.062 0.07
O 13.542 10.430 17.383 -0.122 0.534 0.167 0.01
H 14.728 12.969 18.930 -0.245 -0.264 -0.015 0.11
H 15.352 11.271 18.951 -0.234 0.453 0.004 0.09
H 13.762 11.563 19.623 -0.374 0.173 0.018 0.10
C 14.255 7.594 17.487 0.229 0.390 0.255 0.02
N 14.975 6.298 17.552 0.293 0.675 -1.727 -0.42
O 14.474 5.452 16.814 0.954 -0.350 1.248 0.05
O 16.058 6.277 18.127 -1.256 -0.779 -0.250 0.06
H 14.964 8.345 17.805 0.189 0.294 -0.523 0.06
H 13.519 7.616 18.267 -0.723 -0.290 0.151 0.09
H 13.822 7.700 16.474 0.381 0.056 0.835 0.11
C 16.692 13.005 8.849 1.714 0.009 0.242 0.05
N 16.936 12.695 7.393 0.152 -0.390 0.035 -0.44
O 18.053 12.362 6.986 -1.468 0.530 0.743 0.05
O 15.932 12.802 6.719 0.404 -0.111 -0.440 0.06
H 15.811 12.476 9.200 0.059 -0.032 -0.252 0.07
H 16.527 14.080 8.897 -0.070 -0.090 -0.012 0.10
H 17.621 12.744 9.403 -0.813 0.096 -0.328 0.10
F 13.338 12.107 10.319 -0.248 0.540 -1.157 0.08
C 13.604 11.691 11.546 -0.165 -0.787 1.452 -0.30
C 14.882 11.247 11.817 0.935 0.292 -1.184 -0.04
C 15.240 10.706 13.031 -1.367 -0.381 0.188 -0.07
C 14.209 10.530 13.950 -0.021 0.281 1.133 -0.09
C 12.925 11.031 13.720 0.065 -0.326 -0.327 -0.07
C 12.589 11.604 12.485 0.068 -0.587 0.320 0.00
H 15.608 11.265 10.999 -0.140 0.180 0.348 0.08
H 16.228 10.337 13.218 0.389 -0.071 0.020 0.08
H 14.392 10.051 14.924 0.034 0.291 -0.505 0.08
H 12.173 10.907 14.506 0.211 0.154 -0.399 0.10
H 11.554 11.819 12.225 0.289 0.371 0.139 0.10
F 18.504 13.706 17.572 -0.344 -0.259 0.021 0.05
C 18.210 12.402 17.799 0.379 -0.658 0.043 -0.28
C 17.510 11.668 16.844 -0.300 1.055 -0.303 -0.02
C 17.275 10.341 17.055 -0.505 -1.686 0.356 -0.11
C 17.717 9.722 18.231 -0.349 -0.849 -0.712 -0.11
C 18.459 10.420 19.129 0.891 1.625 1.203 -0.08
C 18.714 11.802 18.939 -0.406 -0.027 -0.502 -0.01
H 17.090 12.160 15.981 0.180 0.138 -0.232 0.12
H 16.767 9.663 16.344 0.222 0.990 0.259 0.09
H 17.495 8.663 18.391 0.176 0.310 -0.088 0.10
H 18.887 9.958 20.016 -0.227 -0.061 -0.138 0.11
H 19.258 12.468 19.602 0.091 -0.523 0.187 0.12
```
Forces are in eV/Å.

Computed properties:
LUMO energy	-0.189	eV
SMILES	C[N+](=O)[O-].C[N+](=O)[O-].C[N+](=O)[O-].C[N+](=O)[O-].C[N+](=O)[O-].C[N+](=O)[O-].C[N+](=O)[O-].C[N+](=O)[O-].Fc1ccccc1.Fc1ccccc1
HOMO energy	-9.03	eV
gap between HOMO and LUMO	0.3250	Ha